w | # C12H15O2P

A single C12H15O2P molecule (ωB97M-V/def2-TZVPD, the OMol25 dataset).

The geometry in XYZ format:
```
30
Properties=species:S:1:pos:R:3
C 3.221 -0.794 0.384
C 3.123 -0.012 -0.750
C 2.203 -0.890 1.263
C 1.918 0.717 -0.978
C 1.025 -0.145 1.076
C 0.834 0.577 -0.131
C -1.646 -1.203 -0.361
C -0.509 -1.011 -1.100
C -2.234 -0.235 0.305
C 0.149 -2.137 -1.759
C -3.482 -0.505 1.201
C -0.362 3.172 0.620
O -1.799 1.035 0.327
O -0.778 2.092 -1.840
P -0.554 1.692 -0.449
H 4.124 -1.390 0.641
H 3.980 0.074 -1.412
H 2.520 -1.290 2.161
H 1.894 1.332 -1.898
H 0.090 -0.221 1.616
H -2.099 -2.241 -0.190
H 1.154 -1.981 -1.448
H -0.408 -3.008 -1.507
H 0.171 -2.206 -2.823
H -4.322 -0.816 0.505
H -3.160 -1.263 1.986
H -3.950 0.325 1.842
H -1.042 3.981 0.371
H -0.618 2.747 1.628
H 0.557 3.604 0.720
```

Lowest unoccupied orbital energy (alpha / beta) (eV): -0.5 / -0.4
Multiplicity: 1
HOMO-LUMO gap (alpha / beta) (eV): 6.408 / 6.482

Results of the Löwdin charge analysis, in e, for atoms 1 through 6: atom 1 (C): -0.1364, atom 2 (C): -0.0683, atom 3 (C): -0.0949, atom 4 (C): -0.0862, atom 5 (C): -0.0542, atom 6 (C): -0.3461

---

x | # C12H15O2P

A single C12H15O2P molecule (ωB97M-V/def2-TZVPD, the OMol25 dataset).

The geometry in XYZ format:
```
30
Properties=species:S:1:pos:R:3
C -3.502 -0.462 1.147
C -2.880 -1.718 0.701
C -3.121 0.682 0.551
C -1.289 -0.379 -0.623
C -1.901 -1.693 -0.250
C -2.119 0.807 -0.406
C 0.738 0.449 0.386
C 2.072 2.020 -0.522
C 1.758 0.585 1.236
C 2.850 1.423 0.673
C -1.201 -2.971 -0.780
C 3.892 0.357 0.084
O -0.316 -0.378 0.489
O 0.840 1.196 -0.807
P -1.664 2.288 -1.143
H -4.420 -0.412 1.760
H -3.228 -2.575 1.274
H -3.541 1.781 0.768
H -0.642 -0.307 -1.551
H 1.527 3.041 -0.371
H 2.701 1.929 -1.436
H 1.709 -0.087 2.090
H 3.374 2.213 1.333
H -0.150 -2.602 -1.018
H -1.119 -3.653 0.096
H -1.754 -3.279 -1.611
H 4.372 -0.134 0.990
H 4.731 0.657 -0.503
H 3.282 -0.418 -0.382
H -0.998 1.639 -2.174
```

SMILES string: [H]/P=C1/C=CC=C(C)[C@@H]1OC1=C[C@@H](C)CO1
Lowest unoccupied orbital energy (alpha / beta) (eV): -0.7 / -0.7
Multiplicity: 1
HOMO-LUMO gap (alpha / beta) (eV): 6.955 / 6.956

Results of the Löwdin charge analysis, in e, for atoms 1 through 6: atom 1 (C): -0.0689, atom 2 (C): -0.0355, atom 3 (C): -0.1908, atom 4 (C): -0.2909, atom 5 (C): -0.2068, atom 6 (C): -0.5702

---

We find w to be the most stable, with the next structure 0.0499 hartree higher.

---

w | # C27H21I2N2O6SeTeV

A molecular structure, C27H21I2N2O6SeTeV (ωB97M-V/def2-TZVPD, the OMol25 dataset).

The geometry in XYZ format:
```
61
Properties=species:S:1:pos:R:3
V 0.073 1.295 0.408
O 0.431 0.379 2.306
C 1.031 -0.932 2.195
C 1.056 -1.242 0.632
O 1.978 -1.904 0.203
O 0.026 -0.769 0.037
C 0.116 -1.911 2.920
C 0.124 -1.917 4.314
C -0.738 -2.738 5.025
C -1.609 -3.578 4.346
C -1.615 -3.585 2.959
C -0.762 -2.752 2.247
C 2.433 -0.911 2.762
C 3.115 -2.119 2.907
C 4.400 -2.144 3.418
C 5.025 -0.959 3.792
C 4.357 0.242 3.638
C 3.064 0.269 3.124
H 0.090 0.554 3.189
H 0.828 -1.287 4.847
H -0.721 -2.729 6.107
H -2.280 -4.225 4.897
H -2.296 -4.234 2.423
H -0.798 -2.745 1.166
H 2.632 -3.040 2.607
H 4.918 -3.089 3.522
H 6.032 -0.976 4.191
H 4.839 1.173 3.909
H 2.570 1.219 2.972
O 2.090 2.501 0.619
N 1.341 3.527 0.603
O 1.654 4.573 0.092
O 0.191 3.358 1.145
I -4.833 -0.448 -1.327
I -6.750 -2.016 -2.495
Se -2.532 1.161 -0.177
C -3.137 2.885 0.014
N -3.536 3.964 0.112
Te 0.938 1.413 -2.409
C -0.391 2.793 -3.288
C -1.058 3.696 -2.469
C -1.963 4.595 -3.019
C -2.203 4.586 -4.384
C -1.531 3.687 -5.204
C -0.621 2.794 -4.659
C -0.020 -0.312 -3.145
C 0.757 -1.444 -3.358
C 0.157 -2.618 -3.790
C -1.211 -2.657 -4.018
C -1.983 -1.523 -3.805
C -1.391 -0.349 -3.362
H -0.899 3.700 -1.398
H -2.493 5.275 -2.365
H -2.920 5.275 -4.812
H -1.720 3.677 -6.270
H -0.104 2.088 -5.298
H 1.822 -1.423 -3.161
H 0.761 -3.503 -3.942
H -1.679 -3.575 -4.353
H -3.053 -1.553 -3.964
H -2.000 0.527 -3.176
```

Net charge: -1
Lowest unoccupied orbital energy (alpha / beta) (eV): 1.2 / 1.2
Multiplicity: 4
HOMO-LUMO gap (alpha / beta) (eV): 6.572 / 7.135

Results of the Löwdin charge analysis, in e, for atoms 1 through 6: atom 1 (V): 0.5218, atom 2 (O): -0.0822, atom 3 (C): -0.2875, atom 4 (C): -0.5999, atom 5 (O): 0.0917, atom 6 (O): -0.1819

---

x | # C27H21I2N2O6SeTeV

A molecular structure, C27H21I2N2O6SeTeV (ωB97M-V/def2-TZVPD, the OMol25 dataset).

The geometry in XYZ format:
```
61
Properties=species:S:1:pos:R:3
V 0.570 0.648 -2.287
O 0.951 0.219 0.880
C 2.301 0.670 1.043
C 2.995 0.810 -0.340
O 4.186 1.021 -0.393
O 2.206 0.711 -1.355
C 2.277 2.080 1.625
C 1.153 2.878 1.452
C 1.162 4.201 1.876
C 2.290 4.732 2.480
C 3.412 3.933 2.661
C 3.409 2.617 2.229
C 3.027 -0.344 1.917
C 2.738 -0.367 3.281
C 3.214 -1.388 4.088
C 3.984 -2.404 3.538
C 4.276 -2.387 2.183
C 3.801 -1.364 1.374
H 0.869 -0.626 1.329
H 0.264 2.464 0.994
H 0.283 4.815 1.724
H 2.299 5.764 2.808
H 4.299 4.340 3.131
H 4.291 2.001 2.345
H 2.125 0.419 3.705
H 2.971 -1.399 5.144
H 4.342 -3.214 4.160
H 4.844 -3.193 1.737
H 4.022 -1.373 0.316
O 0.699 2.659 -2.649
N -0.567 2.371 -2.592
O -1.305 2.877 -1.782
O -0.971 1.531 -3.479
I 1.010 -2.135 -1.678
I 1.510 -4.710 -0.077
Se 0.998 -0.627 -4.270
C 0.807 0.770 -5.569
N 0.731 1.555 -6.410
Te -1.671 0.329 -0.709
C -3.482 0.390 -1.791
C -4.628 0.647 -1.046
C -5.873 0.637 -1.659
C -5.975 0.377 -3.018
C -4.830 0.124 -3.759
C -3.582 0.128 -3.151
C -2.108 -1.658 -0.170
C -1.912 -2.027 1.153
C -2.095 -3.349 1.544
C -2.482 -4.296 0.611
C -2.697 -3.920 -0.710
C -2.504 -2.607 -1.104
H -4.551 0.848 0.015
H -6.762 0.833 -1.073
H -6.945 0.372 -3.498
H -4.903 -0.080 -4.820
H -2.696 -0.061 -3.740
H -1.623 -1.285 1.889
H -1.914 -3.637 2.571
H -2.596 -5.331 0.906
H -2.998 -4.659 -1.442
H -2.641 -2.332 -2.142
```

Net charge: -1
Lowest unoccupied orbital energy (alpha / beta) (eV): 2.0 / 0.4
Multiplicity: 4
HOMO-LUMO gap (alpha / beta) (eV): 7.359 / 6.085

Results of the Löwdin charge analysis, in e, for atoms 1 through 6: atom 1 (V): 0.2723, atom 2 (O): -0.1219, atom 3 (C): -0.3170, atom 4 (C): -0.5553, atom 5 (O): 0.1055, atom 6 (O): -0.2291

---

We find w to be the most stable, with the next structure 0.0663 hartree higher.

---

w | # C4H3O2S

A molecular structure, C4H3O2S (ωB97M-V/def2-TZVPD, the OMol25 dataset).

The geometry in XYZ format:
```
10
Properties=species:S:1:pos:R:3
C 0.208 0.631 -0.372
C -0.338 -0.588 -0.727
C 0.732 0.237 0.893
C 0.118 -1.122 0.648
O -0.901 -1.212 -1.629
O 1.368 0.770 1.797
S -0.917 3.137 -1.517
H -0.778 -1.141 1.284
H 0.688 -2.070 0.685
H -0.180 1.359 -1.063
```

Net charge: -1
Lowest unoccupied orbital energy (alpha / beta) (eV): 1.2 / 1.2
Multiplicity: 1
HOMO-LUMO gap (alpha / beta) (eV): 5.635 / 5.615

Results of the Löwdin charge analysis, in e, for atoms 1 through 6: atom 1 (C): -0.0888, atom 2 (C): -0.4896, atom 3 (C): -0.4576, atom 4 (C): -0.0636, atom 5 (O): -0.0206, atom 6 (O): -0.0134

---

x | # C4H3O2S

A gas-phase ion, C4H3O2S (charge -1) (ωB97M-V/def2-TZVPD, the OMol25 dataset).

The geometry in XYZ format:
```
10
Properties=species:S:1:pos:R:3
C 1.483 -0.109 0.420
C 0.598 -0.616 -0.472
C -0.854 -0.472 -0.285
C -1.290 1.006 -0.045
O -1.738 1.623 -1.022
O -0.978 1.276 1.131
S -1.882 -1.775 0.163
H 2.593 -0.214 0.246
H 1.120 0.663 1.136
H 0.949 -1.382 -1.273
```

SMILES string: C=CC(=S)C(=O)[O-]
Net charge: -1
Lowest unoccupied orbital energy (eV): 3.5
Multiplicity: 1
HOMO-LUMO gap (eV): 7.528

Results of the Löwdin charge analysis, in e, for atoms 1 through 6: atom 1 (C): -0.0116, atom 2 (C): -0.2335, atom 3 (C): -0.6312, atom 4 (C): -0.8007, atom 5 (O): -0.0368, atom 6 (O): -0.0435

---

We find x to be the most stable, with the next structure 0.1172 hartree higher.